Molecular formula: C45H90BBeBrClN4O15S3
Method: DFT, wB97M-V/def2-TZVPD

CARTESIAN COORDINATES (ANGSTROEM)
C (-4.16069, 1.44181, 1.91968)
C (-3.08381, 0.54900, 1.49741)
C (-1.52017, 0.90412, 1.53135)
S (-1.32344, 2.09945, 3.01264)
N (-1.21687, 1.72635, 0.31262)
C (-0.29919, 2.90838, 0.50078)
C (-0.70848, 0.98165, -0.88648)
Cl (-1.57840, 1.70214, -2.34140)
C (-0.86206, -0.64158, -0.76977)
C (-0.54120, -1.34076, -2.16570)
S (-2.10701, -2.20367, -2.79270)
C (-3.30562, -0.96063, -3.46667)
C (-4.42312, -1.81746, -4.29902)
N (-0.16477, -1.05362, 0.42794)
C (0.97174, -1.95104, 0.36163)
C (0.67662, -3.52981, 0.11994)
C (-0.83840, -3.93668, -0.13672)
C (-1.35328, -5.22362, 0.73131)
C (-2.93999, -5.10273, 1.02844)
O (-3.71790, -4.83206, -0.18173)
C (-5.08969, -5.26307, -0.02476)
C (-6.08786, -4.07452, 0.45072)
C (-0.54281, -0.41877, 1.72728)
C (-1.19994, -1.61120, 2.56004)
C (-1.93216, -1.35910, 3.93667)
C (-1.17243, -2.16385, 5.14852)
C (-1.44565, -1.41930, 6.55984)
O (-0.25416, -1.26046, 7.37323)
O (0.66401, 0.18188, 2.27322)
C (1.11458, -0.41910, 3.50100)
C (2.54771, 0.24464, 3.91112)
C (2.79293, 0.13572, 5.51633)
C (1.96772, 1.22659, 6.37073)
H (-4.29964, 1.71233, 3.03481)
H (-4.80365, 1.88899, 1.07945)
H (-3.36156, -0.50099, 1.08950)
H (-2.33011, 1.84168, 3.94964)
H (-2.13601, 2.14248, 0.01754)
H (0.66536, 2.68381, 1.06865)
H (0.04389, 3.20310, -0.57061)
H (-0.84238, 3.86222, 0.86612)
H (0.42217, 1.13837, -1.08860)
H (-2.00358, -0.80217, -0.60485)
H (-0.23830, -0.61821, -3.02171)
H (0.24268, -2.16615, -2.17664)
H (-2.84541, -0.11698, -4.08280)
H (-3.88941, -0.53752, -2.55600)
H (-5.36649, -1.16800, -4.44696)
H (-3.95694, -2.15590, -5.29086)
H (-4.65481, -2.77993, -3.69497)
H (1.74715, -1.95723, 1.25082)
H (1.62783, -1.63700, -0.54968)
H (1.29974, -3.89563, -0.78603)
H (1.07528, -4.15649, 1.01443)
H (-0.92347, -4.28483, -1.24051)
H (-1.62964, -3.12837, -0.00057)
H (-0.72256, -5.41593, 1.66519)
H (-1.24145, -6.14870, 0.04241)
H (-3.26505, -6.10643, 1.51423)
H (-3.09373, -4.19164, 1.71279)
H (-5.23579, -6.14935, 0.68788)
H (-5.49891, -5.61455, -1.05215)
H (-6.57579, -3.51990, -0.44014)
H (-5.59313, -3.31553, 1.15016)
H (-6.97574, -4.54154, 1.03259)
H (-1.98323, -2.09296, 1.84828)
H (-0.42381, -2.46151, 2.71706)
H (-2.07452, -0.29912, 4.31039)
H (-2.98772, -1.83990, 3.89685)
H (-0.06746, -2.35411, 4.93207)
H (-1.70103, -3.19170, 5.24043)
H (-2.18677, -2.05682, 7.18845)
H (-1.95552, -0.39172, 6.44578)
H (-0.48880, -0.77517, 8.20574)
H (1.33776, -1.56055, 3.42667)
H (0.42553, -0.17590, 4.40012)
H (3.41508, -0.17205, 3.28539)
H (2.42188, 1.37291, 3.68002)
H (2.61799, -0.92871, 5.92535)
H (3.92453, 0.34073, 5.67178)
H (1.55210, 2.07931, 5.74052)
H (1.12797, 0.75671, 7.01373)
H (2.72033, 1.70099, 7.10341)
C (-3.52386, -9.09923, 2.02673)
O (-4.38503, -8.34416, 2.69028)
H (-2.49254, -9.15895, 2.42389)
H (-3.76742, -10.17657, 1.92407)
H (-3.32451, -8.83159, 0.97001)
C (-5.88540, -1.99021, -9.10400)
S (-5.16591, -1.36927, -7.56909)
O (-6.29481, -1.05641, -6.63964)
C (-4.57983, 0.19473, -8.25532)
H (-6.35044, -2.95561, -8.90391)
H (-6.64201, -1.29223, -9.46775)
H (-5.09950, -2.11620, -9.85129)
H (-5.41641, 0.75553, -8.67360)
H (-3.83648, -0.00198, -9.02806)
H (-4.12108, 0.77420, -7.45208)
B (0.50055, 7.20163, 3.55636)
O (1.19348, 7.97488, 2.51764)
C (1.00801, 9.27049, 2.80062)
O (1.44860, 10.17782, 2.14310)
C (0.19989, 9.39397, 4.01417)
O (-0.14513, 10.42163, 4.53636)
O (-0.10784, 8.17335, 4.47199)
O (-0.52524, 6.32099, 2.96139)
C (-0.21393, 5.08279, 3.29222)
O (-0.87136, 4.09319, 2.94915)
C (1.00474, 5.07822, 4.10353)
O (1.54769, 4.10309, 4.55656)
O (1.43876, 6.32070, 4.26874)
Be (2.95382, -1.99066, 2.11924)
Br (-3.05481, 4.54280, 2.36569)
C (5.53077, -0.36212, 0.81803)
C (6.54207, 0.04895, -0.24448)
C (7.63919, 0.99534, 0.26286)
C (7.21614, 2.35328, 0.81777)
N (6.50688, 3.34433, -0.12449)
C (7.08480, 4.76056, 0.05592)
C (8.36023, 4.75329, -0.75795)
C (8.01651, 3.93827, -1.98819)
C (6.79333, 3.10708, -1.62510)
C (4.99019, 3.36530, 0.12331)
C (4.50989, 4.07739, 1.39744)
C (4.83878, 3.44967, 2.74694)
H (4.98170, 0.49261, 1.21997)
H (4.79382, -1.04279, 0.38181)
H (6.01232, -0.88068, 1.65116)
H (5.99644, 0.47090, -1.08963)
H (7.03110, -0.85736, -0.61161)
H (8.39457, 1.13135, -0.52046)
H (8.16384, 0.47800, 1.07464)
H (8.09982, 2.85964, 1.21422)
H (6.56206, 2.17301, 1.66408)
H (6.36369, 5.46529, -0.36916)
H (7.23760, 4.96365, 1.11679)
H (9.17277, 4.27366, -0.20503)
H (8.69200, 5.76145, -1.01346)
H (8.85553, 3.30685, -2.29072)
H (7.78335, 4.58459, -2.83868)
H (6.93573, 2.05558, -1.84606)
H (5.92650, 3.45206, -2.19297)
H (4.63669, 2.33401, 0.07063)
H (4.55039, 3.90543, -0.72017)
H (3.41630, 4.11959, 1.33118)
H (4.83827, 5.12070, 1.40579)
H (4.60791, 2.38105, 2.76028)
H (4.24384, 3.92145, 3.53339)
H (5.88618, 3.60103, 3.01913)
O (-4.33737, 1.78823, -10.62060)
H (-3.89399, 2.57161, -10.27096)
H (-3.98872, 1.70373, -11.51731)
C (-8.55710, -3.38531, -12.07286)
C (-8.13958, -4.10703, -10.82514)
N (-7.81333, -4.68986, -9.83570)
H (-9.11495, -2.48446, -11.81143)
H (-7.67556, -3.10352, -12.65113)
H (-9.19060, -4.03264, -12.68158)
O (1.72399, -5.95822, -1.81299)
H (2.02724, -6.81063, -1.47555)
H (2.07569, -5.92435, -2.71163)

Forces on atoms 1 to 3 (eV/Å):
1.9 -1.1 -0.4
-0.8 0.4 -0.3
-2.5 -3.2 3.6

Results
Largest force on an atom ... 5.573 eV/A
Spin multiplicity ... 1
Total energy ... -7383.6257 Eh
Charge ... +1
HOMO level ... -8.0 eV